The following is a DFT calculation (ωB97M-V/def2-TZVPD) of a 2-piece molecular cluster, C20H24F3N4O5 overall in a non-equilibrium geometry.

XYZ file:
```
56
Properties=species:S:1:pos:R:3:nbo_charge:R:1
F -3.965 1.870 -2.718 -0.2985
F -1.864 2.518 -2.690 -0.3300
F -2.453 0.753 -1.546 -0.3324
O 0.607 9.608 1.702 -0.4859
O 3.754 -8.312 -0.427 -0.5975
O -4.176 2.678 -0.030 -0.4137
O -2.921 4.278 1.853 -0.5119
O -0.128 -4.586 0.920 -0.6397
N -0.081 -6.763 1.115 -0.5961
N -0.337 -3.078 -3.022 -0.4603
N 2.208 -6.788 -0.812 -0.6296
N 0.603 -1.408 -1.960 -0.4516
C -1.617 6.074 1.120 -0.2123
C -2.282 4.123 -0.454 -0.6054
C -0.280 -1.733 -2.928 0.2562
C 3.269 -7.234 -0.137 0.6739
C -1.676 6.735 2.362 -0.1285
C -3.166 2.892 -0.695 0.4823
C -0.813 6.644 0.111 -0.1688
C -2.867 1.997 -1.925 0.8981
C -0.147 8.466 1.580 0.3224
C -0.092 7.816 0.348 -0.2522
C 0.819 -5.103 -1.918 -0.4257
C 0.517 -3.622 -2.076 0.1693
C 0.217 -8.174 0.851 -0.4129
C 0.568 10.318 2.948 -0.2584
C 1.436 -5.558 -0.574 -0.1139
C 0.361 -5.635 0.542 0.6473
C -2.367 4.815 0.904 0.5645
C 3.864 -6.414 0.990 -0.7209
C 1.112 -2.576 -1.420 -0.0407
C -0.954 7.911 2.588 -0.2605
H -0.503 -8.800 1.383 0.2271
H -1.240 3.832 -0.598 0.2479
H 1.514 -5.358 -2.721 0.2512
H 3.110 -6.223 1.750 0.2268
H -1.036 8.378 3.563 0.2215
H -0.719 6.198 -0.873 0.2099
H -0.764 -6.588 1.838 0.4194
H 1.902 -7.411 -1.544 0.4093
H 2.142 -4.795 -0.253 0.2271
H -0.097 -5.673 -2.091 0.2345
H -2.286 6.333 3.169 0.2417
H 0.528 8.242 -0.435 0.2299
H 1.214 -8.432 1.214 0.2112
H 0.955 9.697 3.763 0.1820
H -2.550 4.854 -1.220 0.2651
H -0.930 -3.608 -3.651 0.4602
H 4.682 -6.980 1.436 0.2642
H 1.189 11.216 2.878 0.2108
H -0.454 10.630 3.188 0.1834
H 4.259 -5.479 0.598 0.2243
H -0.870 -1.030 -3.511 0.2622
H 0.827 -0.467 -1.650 0.4639
H 1.842 -2.649 -0.622 0.2629
H 0.139 -8.400 -0.214 0.1965
```

As for the total charge: +1. The calculated total energy is -45473.6785 eV. The HOMO energy is -10.5 eV.

---

The following is a DFT calculation (ωB97M-V/def2-TZVPD) of a 8-piece molecular cluster, C20H24F4N4O12 overall in a non-equilibrium geometry.

XYZ file:
```
64
Properties=species:S:1:pos:R:3:nbo_charge:R:1
F 1.113 1.617 4.845 -0.3263
F 0.191 -6.699 4.499 -0.3169
F 6.398 5.493 -0.150 -0.3445
F -5.541 2.686 -2.416 -0.3363
O 3.708 -5.514 2.797 -0.5955
O 3.209 2.451 7.227 -0.4703
O -7.717 1.083 -3.314 -0.4650
O 6.480 7.094 -1.828 -0.4976
O 8.448 7.602 -2.994 -0.5435
O 2.399 -6.747 4.102 -0.4722
O 1.919 0.780 6.710 -0.4919
O 7.656 5.489 -2.791 -0.4885
O -9.350 2.634 -3.097 -0.5850
O 3.622 0.424 8.040 -0.5607
O 2.231 -4.661 4.335 -0.4916
O -7.628 2.531 -1.777 -0.4773
N 0.971 7.054 -4.409 -0.3329
N 1.667 0.163 -0.986 -0.3351
N -5.041 -5.427 0.709 -0.3476
N -1.114 -3.304 -9.017 -0.3189
C 1.521 -5.057 5.506 -0.1215
C -0.971 -2.846 -8.006 0.2799
C 0.001 -1.685 -0.269 -0.7324
C 1.296 1.868 6.131 0.4433
C 7.667 6.809 -2.525 0.9731
C 5.941 5.844 -1.407 0.4333
C 0.430 6.061 -4.588 0.2822
C -5.936 -7.968 0.947 -0.7098
C 2.514 2.891 6.132 -0.1206
C -6.359 1.938 -1.677 0.4335
C -8.288 2.112 -2.792 0.9631
C -6.628 0.654 -2.504 -0.1246
C -5.493 -6.531 0.847 0.2915
C -0.170 4.744 -4.888 -0.7198
C 0.905 -0.661 -0.676 0.2886
C 3.009 1.183 7.372 0.9630
C 6.424 4.875 -2.473 -0.1266
C -0.758 -2.162 -6.739 -0.7189
C 2.849 -5.630 3.693 0.9693
C 1.365 -6.530 5.084 0.4370
H 0.399 2.221 6.640 0.1594
H 4.855 5.933 -1.398 0.1703
H 1.547 -7.172 5.946 0.1654
H -1.651 -2.234 -6.118 0.2500
H -5.950 -8.218 2.007 0.2537
H 0.003 -2.739 -6.215 0.2527
H -5.921 1.766 -0.694 0.1803
H -6.936 -8.037 0.519 0.2549
H 6.614 3.941 -1.943 0.2197
H 5.691 4.794 -3.276 0.2041
H -0.889 4.944 -5.682 0.2608
H -0.706 -1.952 -1.054 0.2539
H -5.799 0.347 -3.142 0.2169
H -0.595 -1.444 0.612 0.2583
H -6.917 -0.136 -1.811 0.1943
H -0.393 -1.143 -6.864 0.2552
H 2.266 3.945 6.261 0.2050
H 3.168 2.745 5.272 0.1992
H 2.146 -4.856 6.376 0.2067
H -0.434 4.331 -3.915 0.2581
H -5.244 -8.638 0.436 0.2575
H 0.612 4.073 -5.245 0.2516
H 0.672 -2.495 0.017 0.2667
H 0.521 -4.636 5.615 0.2193
```

As for the total charge: 0. The calculated total energy is -62525.9425 eV. Its structure (SMILES) is O=C1OC[C@@H](F)O1.O=C1OC[C@@H](F)O1.O=C1OC[C@@H](F)O1.O=C1OC[C@@H](F)O1.CC#N.CC#N.CC#N.CC#N. The value obtained for the energy relative to the best compared isomer or geometry (same formula, charge and spin) is 2.426 eV. The HOMO energy is -11.1 eV.

---

The following is a DFT calculation (ωB97M-V/def2-TZVPD) of the molecule C20H24FN3O.

XYZ file:
```
49
Properties=species:S:1:pos:R:3:nbo_charge:R:1
F -9.431 -0.434 0.156 -0.3301
O 5.232 -1.641 0.305 -0.6138
N -1.109 0.150 -0.045 -0.4450
N -3.930 0.004 -0.007 -0.4426
N 4.484 0.505 0.129 -0.5987
C 3.091 0.357 0.100 0.1213
C 1.074 -0.952 0.130 -0.1979
C -8.083 -0.318 0.101 0.3569
C 5.448 -0.453 0.219 0.6893
C -1.892 0.981 0.844 -0.2096
C 2.453 -0.877 0.153 -0.2461
C -3.145 -0.828 -0.893 -0.2095
C 0.936 1.429 -0.021 -0.2349
C -6.135 1.051 -0.016 -0.2604
C 0.281 0.194 0.044 0.1478
C -7.511 0.937 0.047 -0.2492
C -7.303 -1.461 0.101 -0.2607
C -5.931 -1.338 0.049 -0.2231
C -3.267 1.264 0.234 -0.2188
C 7.845 -0.808 0.842 -0.5996
C 7.226 0.326 -1.319 -0.5967
C 6.860 0.133 0.156 -0.3029
C -1.773 -1.112 -0.279 -0.2204
C -5.314 -0.081 -0.015 0.1705
C 2.310 1.508 0.012 -0.2164
H 7.209 -0.633 -1.831 0.2170
H -7.773 -2.431 0.153 0.2284
H 0.617 -1.926 0.196 0.2064
H -3.846 1.851 0.949 0.2126
H 7.767 -1.800 0.404 0.2274
H 4.796 1.464 0.064 0.3939
H -1.190 -1.702 -0.987 0.2139
H 6.523 0.993 -1.815 0.2059
H 8.225 0.749 -1.407 0.2116
H 0.362 2.338 -0.117 0.2116
H -2.042 0.469 1.810 0.1779
H -2.992 -0.310 -1.854 0.1797
H 2.789 2.477 -0.041 0.2019
H 3.041 -1.776 0.225 0.2561
H -5.328 -2.232 0.080 0.2119
H -5.706 2.038 -0.084 0.2154
H 6.873 1.105 0.662 0.1979
H -8.140 1.814 0.042 0.2263
H 8.864 -0.445 0.725 0.2049
H -1.374 1.920 1.032 0.2106
H 7.619 -0.887 1.902 0.2141
H -3.663 -1.765 -1.090 0.2117
H -3.142 1.842 -0.695 0.1771
H -1.904 -1.686 0.653 0.1762
```

As for the total charge: 0. The calculated total energy is -30365.4280 eV. Its structure (SMILES) is CC(C)C(=O)Nc1ccc(N2CCN(c3ccc(F)cc3)CC2)cc1. The value obtained for the energy relative to the best compared isomer or geometry (same formula, charge and spin) is 0.603 eV. The HOMO energy is -7.6 eV.

---

Q: Look up the total charge of the second one.
A: 0

---

Q: What is the total charge in the second record?
A: 0

---

Q: Look up the total charge of the second one.
A: 0